Here is a structure of composition C24H18N6O4OsS in a non-equilibrium geometry from the Open Molecules 2025 dataset. Energies are from the ωB97M-V functional and the def2-TZVPD basis.

```
54
Properties=species:S:1:pos:R:3:forces:R:3:lowdin_charge:R:1
N 1.4034 -1.2444 -1.2491 -0.1442 0.1051 0.1434 -0.07
C 1.1339 -2.9229 -2.9297 0.1632 -0.1074 -0.0275 0.04
O -4.0817 -3.0228 -5.4084 -0.4359 0.1045 -0.0154 0.19
H 0.9910 7.4467 -0.6227 0.0127 -0.0014 0.0125 0.13
H -0.6325 7.3441 -2.4051 -0.0270 0.0406 -0.0539 0.10
H 4.2970 -2.8596 -1.7228 -0.0010 -0.0017 -0.0096 0.13
C 0.2895 0.1305 2.9586 -0.3219 -0.1993 -0.2329 -0.70
C -2.9680 -1.3036 -2.9913 0.2279 0.8666 -0.9021 0.13
H -1.5433 -2.6784 -3.8436 -0.0111 -0.0156 0.1383 0.13
C 2.4727 -3.2789 -2.7903 -0.0957 0.0152 -0.0025 0.01
C -3.6896 1.6922 0.1459 -0.0281 0.0953 0.0964 0.04
C 0.6268 -1.9137 -2.1440 -0.3824 0.3147 0.0245 -0.18
S 0.3114 -1.0192 1.6937 0.0988 0.3143 -0.3163 0.69
C 3.8171 2.2317 1.4645 -0.0265 -0.1317 0.0400 0.01
C 2.4521 3.8550 0.3644 -0.0721 -0.0220 -0.0772 -0.08
C 3.2558 -2.6102 -1.8676 -0.0205 0.0895 0.0612 0.00
H -4.6023 1.3989 -0.3518 0.0040 0.0104 -0.0005 0.13
Os 0.2885 0.2151 -0.1753 -0.0056 -0.6873 0.4436 1.20
C -0.8034 -1.4908 -2.1805 0.1288 -0.3354 -0.3002 -0.15
C 3.5804 3.5486 1.1161 0.0173 0.0768 0.0021 0.06
O -0.2533 6.5371 -2.0426 0.0615 0.0075 0.0943 -0.03
C 2.1296 5.3047 0.0690 0.0288 -0.0353 0.1106 -0.45
N -1.3293 1.4363 0.4435 0.1119 -0.0995 0.0214 -0.07
H -4.3845 -0.0015 -2.0149 0.0592 -0.0942 0.1187 0.13
N 1.5794 5.5474 -1.1403 -0.0134 0.0511 0.0092 0.10
N 1.7880 1.5477 0.4055 0.1509 0.5329 -0.0547 -0.14
H 0.6638 3.0470 -0.4987 -0.0023 0.0009 0.0073 0.12
C -2.5282 3.0268 1.7536 0.1404 -0.0050 -0.0080 0.01
H 3.2622 -1.0373 -0.3917 0.0013 -0.0305 -0.0134 0.11
H 4.2404 4.3480 1.4286 -0.0011 -0.0063 -0.0022 0.15
H 0.4998 -3.4399 -3.6354 0.0237 -0.0011 -0.0075 0.13
C -4.9536 -2.3481 -5.0368 0.3198 0.2496 0.3020 -0.42
C -1.7663 -1.9370 -3.0821 0.1151 -0.5698 0.4393 0.03
C 1.0281 6.8283 -1.5192 -0.0438 -0.0696 -0.0117 -0.22
C -1.3554 2.3825 1.3875 -0.1988 0.0616 -0.0669 -0.10
H 1.5481 4.8222 -1.8370 0.0443 -0.0003 -0.0366 0.14
O -5.7657 -1.6388 -4.6046 0.1171 -0.3582 -0.2919 0.20
H 4.6864 1.9513 2.0426 -0.0104 -0.0001 0.0023 0.13
C -3.7081 2.6801 1.1250 -0.0420 -0.0373 -0.0369 0.01
H -0.4174 2.6204 1.8631 0.0641 -0.0111 0.0825 0.10
C -3.3814 -0.4150 -2.0467 -0.1520 -0.3184 0.6140 0.03
C -2.3756 0.0024 -1.1779 -0.3858 0.1479 0.0621 -0.16
H -4.6390 3.1633 1.3886 0.0054 0.0041 0.0130 0.13
C 1.5811 2.8364 0.0400 0.1618 -0.1022 0.0355 -0.08
C 2.9064 1.2583 1.0991 -0.0566 0.1442 -0.0381 -0.12
N -1.1396 -0.5550 -1.2550 0.2600 0.2868 0.2548 -0.08
H 3.0404 0.2310 1.4031 -0.0318 -0.0619 -0.0012 0.10
H 2.8883 -4.0729 -3.3955 0.0038 -0.0016 0.0058 0.14
H 1.6595 7.3096 -2.2701 -0.0102 -0.0170 -0.0084 0.14
N 0.2905 0.8960 3.8206 0.0605 0.0492 -0.0767 0.14
C 2.6841 -1.5950 -1.1146 0.0297 -0.0728 -0.1602 -0.08
O 2.3521 6.1291 0.9270 -0.0300 -0.0141 -0.0845 0.12
H -2.4970 3.7812 2.5265 -0.0055 0.0021 -0.0011 0.13
C -2.4937 1.0876 -0.1680 0.1435 -0.1628 -0.2966 -0.18
```
Forces are in eV/Å.

**HOMO-LUMO gap (alpha / beta)**: 3.62 / 3.62 eV
**Net charge**: +2
**Lowest unoccupied orbital energy (alpha / beta)**: -9.63 / -9.63 eV


Here is a cluster of 6 separate species, C24H38BClNO22 in total in a non-equilibrium geometry from the Open Molecules 2025 dataset. Energies are from the ωB97M-V functional and the def2-TZVPD basis.

```
87
Properties=species:S:1:pos:R:3:forces:R:3:lowdin_charge:R:1
O 5.6628 0.6161 2.1590 0.2457 0.0279 0.0833 0.04
O -10.0131 -4.7272 -5.0886 0.3518 -0.3241 -0.5391 -0.07
O -0.1331 -1.5502 0.0835 -0.0904 0.0999 0.0189 0.16
O -11.1236 -3.8269 -3.3827 0.9773 0.3478 0.4712 -0.05
H 2.4162 1.4273 -2.3829 0.0246 -0.1514 0.1536 0.14
H -8.8867 -6.1966 -1.3942 -0.1000 0.2576 0.0436 0.13
H 7.9788 6.8060 4.9036 -0.0187 -0.0466 -0.0207 0.14
C 3.4389 -1.4095 -3.2425 -0.0411 0.0240 -0.1268 -0.56
C -3.3925 -5.4476 -2.0434 -0.5518 -0.1522 0.3503 -0.19
C 6.4007 5.6508 2.9016 -0.0033 0.0630 0.0170 -0.56
H 3.2625 -0.9325 1.7988 -0.0360 0.0109 -0.0060 0.13
H 3.4938 -2.3187 -0.9091 0.0016 -0.1314 0.0894 0.09
C -4.8996 -5.2419 -2.0365 0.3725 -0.4613 -0.6802 -0.18
H -6.7788 -5.0875 -0.3833 0.0350 0.1414 0.0484 0.12
H 3.9436 7.4761 5.2336 -0.0206 0.0066 0.0097 0.13
H -7.2507 -0.5450 -1.4207 0.0873 0.1101 0.1181 0.08
O 3.6252 10.7417 7.2429 0.0494 0.0994 0.1066 0.17
H 8.6034 7.0683 1.9132 -0.0567 -0.0038 0.0009 0.13
C 3.3787 9.9690 6.3795 -0.0454 -0.0244 -0.0120 -0.57
H 1.5776 7.8521 4.9244 -0.0487 0.0501 0.1918 0.13
C -8.8096 -3.2031 -3.6605 -0.6760 -0.2348 -1.0655 -0.63
H -6.9741 -6.8182 -0.1037 0.0372 -0.0459 0.1412 0.12
O 4.2881 9.4918 5.4903 -0.1442 -0.0222 0.0010 0.05
H -7.7841 -7.1551 -2.3651 -0.0575 -0.1223 -0.1329 0.13
O 3.9202 -2.4749 -3.0365 0.1130 -0.0135 0.0126 0.17
H -7.1955 -3.4644 -2.2004 -0.1602 0.5604 0.1247 0.12
C 3.6747 8.4227 4.7627 0.0327 -0.1941 -0.1688 -0.13
H -1.7750 -3.2432 -0.2610 -0.1302 0.0281 0.2346 0.09
C -0.8153 -3.8620 -2.0324 -0.2714 0.0753 -0.0947 -0.07
H 7.9759 2.5866 3.2193 -0.0386 -0.0812 0.1659 0.12
C 7.7290 7.1705 3.9061 0.1430 0.1851 0.1528 -0.11
O -2.7612 -4.8728 -0.9118 0.2431 -0.0143 -0.2236 -0.14
H -0.4845 -2.9008 -2.4215 0.1281 0.1107 0.0751 0.07
C -7.9095 -6.1839 -1.8904 0.4117 -0.3229 -0.1133 -0.19
O 7.6661 5.3374 2.5271 -0.0613 0.0838 0.0963 0.05
O 5.4428 4.9993 2.6447 -0.1026 -0.0614 -0.0254 0.16
C 6.2942 1.8966 2.0218 -0.0971 0.2162 -0.1230 -0.11
H -3.0097 -5.0586 -2.9850 0.2687 0.1078 -0.0058 0.11
O -9.7499 -1.6123 -1.0746 0.3103 -0.5740 -0.3196 0.15
O -5.5235 -6.3589 -1.4254 0.1131 0.4143 0.5128 -0.12
H -3.2114 -6.5196 -1.9991 0.0705 -0.1415 -0.1645 0.13
H 2.1666 0.7919 -5.0704 0.0935 -0.1586 -0.0927 0.13
C 2.2030 8.7405 4.8960 -0.1384 -0.0855 -0.1333 -0.12
C -6.7873 -6.0654 -0.8705 -0.3491 -0.3620 -0.0342 -0.20
C -8.1492 -3.9161 -2.4953 0.3727 -1.1701 -0.3086 -0.22
C 3.1466 -0.9338 0.7136 0.2309 0.1336 0.2566 -0.12
O -7.8331 -5.2429 -2.9261 -0.2245 0.2702 0.1982 -0.16
O 7.2827 0.6815 3.6970 -0.1050 0.0241 -0.1269 0.06
C -2.0807 -3.6684 -1.2080 0.2008 0.1714 0.2399 -0.28
H 7.8502 8.2501 3.8831 -0.2062 0.0145 -0.0348 0.14
H 1.1199 0.0244 -3.8616 0.0272 -0.0309 0.0499 0.14
O 3.4670 -0.3678 -2.3632 -0.0380 -0.1227 -0.3707 0.04
O 2.7901 -1.0682 -4.3763 0.0627 0.1013 0.1386 0.07
C 2.1548 0.1958 -4.1617 -0.2142 0.1512 -0.0859 -0.11
N -9.0351 -1.7747 -3.4623 0.1239 -0.0111 1.0604 0.15
H -0.0323 -4.2846 -1.4112 0.1423 -0.0873 -0.0090 0.07
H 3.8971 -0.2819 0.2773 -0.1459 0.1150 -0.0668 0.12
C 2.9906 0.7926 -3.0531 -0.0630 0.3155 0.1191 -0.11
O 5.7821 -0.9994 3.7205 -0.0560 -0.1393 0.0488 0.17
C 1.0470 -1.5840 0.2100 0.1253 -0.0652 -0.0279 -0.56
O 2.1522 9.4398 6.1436 0.1644 -0.0209 -0.0854 0.06
H 9.4896 6.1398 3.1370 -0.0649 -0.1925 -0.0236 0.13
O 1.8263 -0.4853 0.3851 -0.0262 -0.1902 -0.0482 0.05
H -0.9833 -4.5052 -2.8907 0.0038 -0.1538 -0.1054 0.06
H 5.6739 2.6503 2.5023 0.0046 -0.0087 0.0138 0.11
H 6.4160 2.1560 0.9730 -0.0977 -0.1629 -0.0434 0.14
C -10.1072 -4.0094 -4.0964 -1.3309 -0.0710 0.0112 -0.74
O 6.3761 6.8048 3.6067 0.1490 -0.0692 -0.0826 0.05
C 8.5032 6.4640 2.8162 0.2277 0.0999 -0.0352 -0.11
O 1.7947 -2.7135 0.1886 -0.0488 0.3362 0.0764 0.07
C 6.2013 -0.0004 3.2402 -0.0189 0.0172 -0.0072 -0.57
H 3.8016 -3.0002 0.7010 -0.2173 -0.1403 0.0507 0.14
H 4.0164 8.4128 3.7315 0.1249 0.1183 0.0481 0.13
B -8.9585 -1.2259 -2.1480 0.3411 0.4352 -0.0828 -0.75
Cl -7.6231 -3.3166 -5.0498 0.2414 0.2373 0.2321 0.68
H -5.2406 -5.1890 -3.0718 -0.1915 0.2513 -0.0578 0.13
C 3.1750 -2.3204 0.1289 0.2929 -0.1518 -0.0208 -0.10
O -7.9951 -0.2063 -1.9188 -0.3189 0.1752 -0.2376 0.10
H -8.8318 -4.0414 -1.6554 -0.2655 0.5714 0.0854 0.13
H 8.3884 1.2982 2.0714 -0.0325 -0.0350 -0.0040 0.13
H 1.8437 9.4023 4.1057 0.0378 0.0310 0.0187 0.13
H 3.8481 1.3539 -3.4301 0.0140 -0.0574 -0.0300 0.13
H -5.1263 -4.3028 -1.5288 -0.1410 0.0416 0.1324 0.12
H -2.7556 -2.9359 -1.6622 -0.1164 -0.0695 -0.2482 0.12
H -9.2165 -2.1330 -0.4690 -0.2296 0.1223 0.4120 0.09
C 7.6104 1.6861 2.7326 0.1801 0.1174 -0.0570 -0.12
H -8.5508 -1.2134 -4.1413 0.2146 -0.1922 -0.1301 0.09
```
Forces are in eV/Å.

**HOMO-LUMO gap**: 4.83 eV
**Net charge**: -1
**Lowest unoccupied orbital energy**: 0.67 eV


Here is a cluster of 2 separate species, C9H19ClNO in total in a non-equilibrium geometry from the Open Molecules 2025 dataset. Energies are from the ωB97M-V functional and the def2-TZVPD basis.

```
31
Properties=species:S:1:pos:R:3:forces:R:3:lowdin_spin:R:1
H 2.9470 0.9635 -0.9373 -0.3869 0.2731 -0.3269 0.08
H 0.9920 0.3476 2.2704 0.1459 0.2006 -0.4873 0.03
C -0.7030 -0.3529 0.8965 -0.1863 0.8304 2.3112 0.00
H -2.4499 -0.9642 2.1171 0.6103 -0.2124 0.6927 0.00
H 0.0269 -0.6288 -2.7628 -0.7056 0.4734 0.4485 0.01
H 1.5494 -0.9651 -2.0814 0.3334 0.5264 -0.5811 0.04
H 0.5151 1.8018 1.0942 0.4340 1.0453 0.9457 0.01
C -1.9697 -0.0339 1.8136 0.4509 0.2605 -1.8439 0.00
H 1.1612 -2.2580 -0.5061 -0.1463 0.3629 0.9096 0.04
Cl -5.0874 1.9578 0.5077 -0.1980 -0.0209 0.0207 0.00
H -2.7921 0.4081 1.2511 0.2106 0.6211 -0.2367 0.00
H 2.0604 1.2477 0.5563 0.5940 0.2114 0.0958 0.04
H -0.3057 1.7448 -2.4602 -0.3334 0.3852 0.3582 0.00
H 1.3215 1.5461 -2.8659 0.5853 -0.0425 0.3123 0.02
H -1.9112 -1.4796 -0.5125 0.0827 0.5923 -0.2819 0.00
C 0.5389 -0.6677 -1.8014 1.3499 -1.6588 0.8712 0.06
C 0.7438 0.6353 -0.9621 -1.2112 -0.5408 -1.9684 0.00
H -1.6497 0.6446 2.6044 -0.4011 -0.2779 0.1626 0.00
C 0.6852 1.7569 -2.0063 -0.6043 -0.0293 -0.0663 0.06
N -0.4160 0.7827 -0.0341 -0.9191 -1.0715 -0.8140 0.00
H 2.4051 -0.3566 0.0193 -0.0910 -0.1425 0.1031 0.06
C 0.2185 -1.9085 -0.9272 -2.1294 0.2460 0.7879 0.06
H 1.2046 -1.2985 1.6373 0.1349 0.1274 0.1033 0.03
H -0.1001 -2.8237 -1.4261 -0.0822 0.2726 -0.9089 0.01
H 0.9248 2.7238 -1.5638 -0.0987 0.0429 -0.1961 0.01
H 0.1086 -0.8669 2.9657 -0.4516 -0.4943 -0.2109 0.01
C -0.9983 -1.5869 0.0733 1.8140 -0.4817 -0.8407 0.01
H -1.2665 -2.4239 0.7180 0.5191 -0.1624 0.2971 0.01
C 2.1006 0.6269 -0.3387 0.8243 -0.3492 1.2918 0.26
O -0.3280 1.9952 0.6779 0.4403 -0.6892 -0.1988 0.03
C 0.4739 -0.5674 1.9833 -0.5847 -0.2980 -0.7497 0.10
```
Forces are in eV/Å.

**Energy above the lowest of the compared OMol25 structures with the same formula, charge and spin**: 0.513 eV
**2S+1**: 2
**Expectation value of S²**: 0.751
**HOMO-LUMO gap (alpha / beta)**: 2.55 / 7.33 eV
**Net charge**: -2
**Lowest unoccupied orbital energy (alpha / beta)**: 5.46 / 5.71 eV


Here is the molecule C7H8N2S in a non-equilibrium geometry from the Open Molecules 2025 dataset. Energies are from the ωB97M-V functional and the def2-TZVPD basis.

```
18
Properties=species:S:1:pos:R:3:forces:R:3:lowdin_charge:R:1
S 1.6102 1.9038 0.0506 -1.4338 0.2388 -0.5579 1.00
C 0.3743 0.9025 -0.2291 3.0197 -0.8025 0.2387 -0.28
H -1.4864 1.7811 -0.3670 -1.1829 3.6483 -1.0075 0.09
C -1.5501 0.4729 1.1837 -0.9227 -1.8607 0.0514 -0.07
H -1.3267 -0.3071 -2.1291 0.7690 0.8818 -2.2691 0.05
C -1.0825 0.8726 -0.2339 0.3047 -2.9821 0.8587 -0.50
C 3.1241 -0.0947 0.1433 -1.7527 -0.7212 -1.7911 -0.29
H -2.8204 -0.1054 -1.1908 1.2932 -0.0243 0.1118 0.11
C 1.3423 -2.0665 0.0503 -2.5639 -2.8477 0.4113 -0.30
C -1.6927 -0.1614 -1.1726 -1.1536 -0.7598 1.4883 -0.07
H -1.3652 -1.1089 -0.7686 -0.5133 -0.5959 0.5393 0.06
N 0.5167 -2.9242 0.1493 2.1630 1.9313 -0.2385 0.14
H -2.7101 0.2036 1.1299 2.6052 0.5879 0.3718 0.13
N 3.0749 1.2431 0.0371 -0.4428 -0.2546 0.8115 -0.36
C 2.1399 -1.0093 -0.1037 -0.3055 3.2162 0.4437 0.02
H -1.3350 1.2607 1.8892 -0.2291 0.2604 0.2813 0.07
H 4.1125 -0.4368 0.0723 1.4844 -0.7342 0.4327 0.10
H -0.9258 -0.4260 1.4893 -1.1390 0.8182 -0.1762 0.09
```
Forces are in eV/Å.

**Energy above the lowest of the compared OMol25 structures with the same formula, charge and spin**: 6.809 eV
**HOMO-LUMO gap (alpha / beta)**: 7.13 / 7.40 eV
**Lowest unoccupied orbital energy (alpha / beta)**: -1.62 / -1.14 eV